No. 1
The molecule CCl4OS in a non-equilibrium geometry. Source: OMol25; level of theory: wB97M-V/def2-TZVPD.

Output
gap between HOMO and LUMO (spin up / spin down) = 0.30173 / 0.25271 hartree
E = -2352.1578 a.u.
ΔE to the lowest compared entry with this formula, charge and spin = 340.29 kJ/mol
HOMO (spin up / spin down) = -10.64 / -9.78 eV
LUMO energy (spin up / spin down) = -2.43 / -2.90 eV
charge = 0

Positions of all 7 atoms, in Å:
S  -0.812  0.496  -0.665
Cl  -2.501  0.538  0.729
C  0.274  -0.356  0.650
O  -0.249  1.808  -0.667
Cl  1.101  -2.691  -1.743
Cl  0.353  -1.987  0.479
Cl  1.711  0.558  0.954

No. 2
A 2-piece molecular cluster, C6H16N2 overall in a non-equilibrium geometry. Source: OMol25; level of theory: wB97M-V/def2-TZVPD.

Output
gap between HOMO and LUMO = 0.24455 hartree
E = -347.5045 a.u.
ΔE to the lowest compared entry with this formula, charge and spin = 578.56 kJ/mol
HOMO = -7.90 eV
LUMO energy = -1.24 eV
charge = 0

Positions of all 24 atoms, in Å:
H  -1.915  0.266  -1.273
H  1.752  -1.343  -3.388
H  -4.000  1.607  -0.623
H  -4.111  -0.192  -0.242
H  0.820  1.338  0.998
H  2.365  -0.993  -3.144
H  -0.440  -2.650  1.061
C  -0.299  -0.604  0.301
H  -1.739  1.691  -0.062
H  3.278  1.727  0.311
C  -3.619  0.763  -0.054
H  4.116  0.174  0.078
H  3.231  0.542  1.530
C  3.216  0.637  0.459
C  0.904  0.599  0.175
H  -3.818  0.929  0.973
H  1.154  -2.126  0.709
H  0.272  -1.444  2.169
N  -1.440  -0.129  0.712
H  0.440  1.149  -0.664
H  -0.316  -0.899  -0.748
C  0.206  -1.777  1.132
C  -2.104  0.677  -0.284
N  2.048  0.057  -0.126

No. 3
C62H61AsN4O4PRbS3 as an isolated structure in a non-equilibrium geometry. Source: OMol25; level of theory: wB97M-V/def2-TZVPD.

Output
gap between HOMO and LUMO = 0.18401 hartree
E = -6715.0967 a.u.
ΔE to the lowest compared entry with this formula, charge and spin = 102.84 kJ/mol
HOMO = -1.86 eV
LUMO energy = 3.15 eV
charge = -2

Positions of all 137 atoms, in Å:
C  1.656  0.420  -4.784
H  1.161  -1.462  3.513
H  4.922  -0.897  1.404
N  2.321  -0.562  1.135
H  2.214  -2.493  4.514
C  -1.656  -4.712  -3.034
C  -1.421  -3.721  -5.798
H  -0.501  -2.903  -3.336
C  -6.286  3.035  -2.954
H  4.441  2.797  2.140
C  5.576  -0.455  -4.634
C  3.286  1.437  -3.363
C  -2.482  -1.582  -6.158
C  1.432  4.093  -0.841
H  -6.252  -0.859  -1.867
C  -0.585  5.572  2.006
H  -0.009  6.203  0.037
H  3.748  -1.079  -1.352
H  -1.377  -0.157  -7.307
N  1.516  2.057  1.146
H  -2.308  -1.642  -3.272
H  2.486  3.821  -0.753
H  2.955  3.581  2.717
C  -0.343  -3.305  -6.571
H  8.767  0.966  -6.106
H  -1.163  6.465  2.209
C  -5.199  -7.040  -4.566
H  3.734  -4.483  -0.771
C  -1.396  -1.170  -6.924
O  -0.720  -0.841  3.655
H  -3.348  -3.168  -5.017
H  -3.145  -4.766  -0.365
O  -2.909  -1.691  2.993
C  3.050  -1.919  -1.307
N  7.970  -0.441  -4.839
C  -2.260  -5.033  0.201
C  -4.321  -1.242  -2.713
H  4.700  -0.902  -4.182
H  3.299  -2.616  -2.110
C  3.447  -4.592  1.354
C  0.785  4.275  0.502
C  3.449  2.625  2.562
H  -3.326  -2.459  0.820
C  -5.485  2.432  -1.989
P  -0.950  -2.770  -0.967
H  -1.171  -7.383  2.387
Rb  -0.830  0.552  -0.041
H  -5.864  2.268  -0.987
H  2.696  1.480  -1.298
H  0.509  -1.725  -7.746
H  6.944  -1.750  -3.626
H  -2.658  -4.277  -3.048
S  -2.019  1.686  -3.950
C  -3.645  2.193  -3.574
H  -1.044  4.651  3.887
C  -0.636  -3.681  -2.576
As  -1.287  -5.418  -4.842
C  -0.019  -4.567  0.898
C  2.894  1.015  -4.628
C  -3.507  -6.158  -6.570
H  1.173  1.814  3.847
H  0.506  -3.965  -6.711
C  -2.276  -6.163  1.005
C  -3.609  -2.174  -0.187
C  -0.339  -2.038  -7.147
H  -3.653  -6.471  -3.205
H  -3.279  -0.881  -5.945
H  5.223  0.823  1.075
C  6.838  -0.928  -4.324
H  -3.172  -6.771  1.059
C  0.063  5.427  0.790
C  -1.156  -6.505  1.751
S  -1.744  -0.897  2.583
C  2.632  1.743  1.652
H  -6.589  -7.495  -6.137
H  -3.611  1.516  -1.535
C  2.719  -1.922  1.181
H  -2.855  -5.799  -7.359
C  -4.758  -6.662  -6.892
H  -7.294  3.356  -2.717
H  3.005  -4.405  3.447
C  -1.126  -4.226  0.130
C  3.087  -2.608  0.023
H  -0.136  -0.185  -3.752
C  -4.475  2.800  -4.533
C  -5.766  3.209  -4.231
H  -0.487  1.473  3.400
H  0.938  3.299  -1.407
H  2.827  -0.968  3.870
H  -0.139  2.649  4.681
C  0.205  3.390  2.708
C  7.845  0.569  -5.693
H  -4.563  -0.810  -3.677
H  -1.669  -5.557  -2.344
H  0.846  -5.938  2.294
C  2.670  -2.563  2.428
H  -5.859  -7.373  -3.774
H  -4.079  2.949  -5.531
C  -5.609  -7.107  -5.888
H  6.604  1.974  -6.741
C  3.161  0.342  1.423
C  6.633  1.134  -6.060
H  3.588  2.139  3.530
H  -6.370  3.673  -5.004
C  3.047  -3.901  2.488
C  2.421  1.201  -2.310
C  -4.892  -1.701  -0.429
O  -2.136  0.502  2.210
C  -4.200  2.017  -2.293
C  5.463  0.611  -5.524
O  -1.135  -1.478  1.343
C  -5.259  -1.254  -1.691
H  2.052  -1.519  -1.488
C  2.191  -1.831  3.647
H  3.722  -5.638  1.420
C  0.851  0.256  -3.660
N  1.230  0.623  -2.442
C  -2.502  -2.859  -5.621
H  4.239  1.921  -3.198
C  0.194  2.275  3.712
C  -2.680  -2.224  -1.228
C  -3.947  -6.530  -4.246
C  0.868  3.276  1.477
C  3.456  -3.946  0.129
C  -0.515  4.558  2.946
H  1.310  0.074  -5.747
C  -0.027  -5.702  1.696
H  0.351  -4.140  -2.449
C  -3.086  -6.082  -5.243
H  0.846  -3.917  0.894
C  4.633  0.118  1.667
H  -5.592  -1.657  0.397
H  4.886  0.288  2.716
S  3.914  1.264  -6.060
H  1.361  5.009  -1.427
C  -3.039  -1.713  -2.476
H  -5.072  -6.699  -7.928

No. 4
C15H28BBr2Cl2NO3 as an isolated structure in a non-equilibrium geometry. Source: OMol25; level of theory: wB97M-V/def2-TZVPD.

Output
gap between HOMO and LUMO = 0.24123 hartree
E = -6961.9947 a.u.
HOMO = -7.87 eV
LUMO energy = -1.30 eV
charge = 0

Positions of all 52 atoms, in Å:
C  -0.922  -2.034  -0.459
H  0.868  0.832  1.141
N  1.606  -1.478  -0.567
H  0.001  0.960  -0.334
C  0.024  0.389  0.601
O  -1.708  3.619  -0.701
H  2.833  -5.074  0.990
C  2.230  -0.742  -1.385
H  -3.088  5.074  -1.028
C  -2.217  -0.194  -1.624
H  2.133  -2.178  3.309
H  -1.115  0.490  2.459
C  -4.061  3.177  -1.312
C  1.562  0.245  -2.335
Cl  1.236  -0.140  3.827
H  4.219  -0.053  -1.036
C  -1.261  0.689  1.394
H  1.073  -2.906  1.413
C  0.693  -1.932  1.728
H  -2.000  2.585  2.211
O  0.031  3.350  0.603
C  3.044  -0.826  1.952
C  -1.899  2.106  1.228
H  2.136  0.321  -3.264
H  -5.066  3.305  -0.897
H  1.431  1.242  -1.902
H  1.661  -4.199  0.264
C  -3.063  4.072  -0.591
B  0.324  -1.175  0.273
H  -3.244  -0.113  -1.987
H  0.574  -0.145  -2.592
H  -3.796  2.124  -1.183
C  -1.924  -1.622  -1.232
O  2.642  -4.281  0.455
H  -4.075  3.374  -2.387
H  2.838  0.039  1.324
H  -2.121  0.503  -0.799
H  -2.922  2.006  0.858
Br  -3.167  -2.800  -2.073
H  3.762  -0.529  2.725
C  1.798  -1.365  2.649
H  -1.583  0.138  -2.454
C  3.726  -0.879  -1.563
Cl  -0.734  -2.333  2.756
H  2.913  -3.449  0.903
H  4.062  -1.833  -1.143
H  -2.025  -0.037  1.093
Br  -0.761  -3.961  -0.316
C  -1.102  3.070  0.384
H  -3.344  4.195  0.461
H  4.029  -0.855  -2.615
H  3.523  -1.610  1.352

No. 5
A 2-piece molecular cluster, C2H7NO2 overall in a non-equilibrium geometry. Source: OMol25; level of theory: wB97M-V/def2-TZVPD.

Output
gap between HOMO and LUMO = 0.39767 hartree
E = -285.6342 a.u.
ΔE to the lowest compared entry with this formula, charge and spin = 98.65 kJ/mol
SMILES string = CNC=O.O
HOMO = -9.88 eV
LUMO energy = 0.94 eV
charge = 0

Positions of all 12 atoms, in Å:
O  0.377  1.785  -1.705
H  2.630  0.859  -2.253
O  -4.577  -1.011  5.577
H  1.636  -1.824  -1.457
C  2.456  -1.142  -1.634
H  -4.944  -0.826  4.723
C  0.738  0.639  -1.650
H  0.072  -0.207  -1.370
H  3.087  -1.121  -0.740
H  3.091  -1.578  -2.399
N  1.961  0.155  -1.968
H  -3.992  -0.257  5.723

No. 6
C32H47HgN2O2P2 as an isolated structure in a non-equilibrium geometry. Source: OMol25; level of theory: wB97M-V/def2-TZVPD.

Output
gap between HOMO and LUMO (spin up / spin down) = 0.18779 / 0.21467 hartree
E = -2343.3096 a.u.
ΔE to the lowest compared entry with this formula, charge and spin = 33.96 kJ/mol
HOMO (spin up / spin down) = -10.37 / -10.42 eV
LUMO energy (spin up / spin down) = -5.26 / -4.58 eV
charge = +1

Positions of all 86 atoms, in Å:
C  1.007  -3.038  -2.745
H  1.353  5.977  -0.534
H  -1.871  3.355  -0.376
H  -3.277  -0.084  -3.925
C  -1.344  -0.754  -1.207
H  4.910  -3.061  -2.853
C  -1.189  1.120  2.564
O  -2.303  1.553  2.291
N  -1.120  0.504  -0.787
H  1.830  3.653  2.378
C  -2.661  0.086  -3.046
H  -2.602  -1.036  3.533
H  1.701  0.707  -1.831
C  -0.693  -1.860  -0.415
C  0.137  -3.269  2.081
H  -2.811  -2.789  3.785
C  3.081  -3.801  -3.768
P  -0.930  -1.800  1.420
C  -0.739  4.512  1.812
H  -0.962  -2.850  -0.806
H  2.452  3.913  -3.277
H  1.086  -5.079  1.450
H  0.169  -4.676  3.702
H  3.440  3.540  -0.169
C  -2.428  1.376  -2.577
C  1.749  4.559  1.760
P  0.504  2.977  -0.175
H  -1.688  4.514  1.265
H  1.100  -4.328  -4.472
H  2.051  -3.440  3.073
H  2.065  -2.262  1.735
H  0.954  -3.885  0.144
C  -3.098  -3.614  1.207
C  0.488  4.529  0.880
C  0.416  5.785  0.001
H  -4.182  -1.790  3.258
C  -1.113  2.936  -1.057
C  1.816  2.869  -1.515
C  -3.629  -1.186  0.853
H  1.673  5.422  2.437
H  2.179  5.006  -1.915
H  2.670  4.673  1.178
C  1.746  -2.345  -1.778
C  -1.561  1.542  -1.491
C  -0.364  0.627  3.455
Hg  0.618  0.903  1.126
C  1.588  1.634  -2.403
N  1.717  -0.724  0.046
H  3.247  1.769  -0.271
H  -4.016  -3.599  0.599
H  1.290  -1.837  3.275
H  -1.445  -4.484  3.007
C  0.429  -4.316  1.004
H  -2.319  -4.070  0.582
H  -3.506  -1.327  -0.226
C  1.125  -1.562  -0.652
C  -2.781  -2.179  1.665
H  0.241  6.648  0.658
C  -2.091  -0.993  -2.372
C  1.678  -3.774  -3.731
H  3.962  2.671  -1.630
H  -0.472  -4.832  0.652
H  -0.410  5.744  -0.723
C  -0.535  -3.940  3.284
H  -0.080  -2.991  -2.729
H  0.606  1.639  -2.891
H  -0.706  5.425  2.427
H  2.360  1.632  -3.191
H  -2.197  -2.014  -2.736
H  -0.763  -3.215  4.076
H  -3.293  -4.274  2.063
H  3.693  -1.732  -1.121
C  3.819  -3.062  -2.830
H  -4.687  -1.371  1.099
O  0.087  0.241  4.497
C  3.143  -2.325  -1.853
C  1.467  -2.657  2.565
H  0.789  4.319  -2.815
C  3.194  2.709  -0.841
C  1.792  4.111  -2.418
H  -0.732  3.651  2.489
H  -3.393  -0.147  1.114
C  -3.098  -1.940  3.156
H  3.592  -4.395  -4.532
H  -2.862  2.263  -3.035
H  -1.066  3.611  -1.929